1.
The following is a quantum chemistry calculation of a 9-piece molecular cluster, C37H71BN9O9P2 overall, from the OMol25 dataset.

The geometry in ORCA input format:
```
! RIJCOSX wB97M-V def2-TZVPD def2/J DEFGRID3
* xyz 1 1
C 3.39006 2.42131 0.70325
C 2.46006 1.42402 -0.27335
C 1.21942 0.94844 0.66471
N 0.23980 -0.09550 0.23920
O 0.74811 -1.22286 -0.21800
C 1.97166 -1.75965 0.18668
C 1.84976 -3.43040 0.18174
C -0.66563 -0.52238 1.41848
C 0.03501 -0.91243 2.83226
O 0.57673 -2.31484 2.90673
C 0.17147 -2.93703 4.18940
C -1.88579 0.48614 1.75784
C -1.58547 1.53308 3.03365
C -3.14639 -0.46054 2.34319
B -4.61218 0.32726 2.23461
O -5.75401 -0.14018 1.42281
O -4.82616 1.57661 3.04719
O -2.50012 1.27670 0.74760
C -1.77866 1.52198 -0.49518
P -3.29077 1.68291 -1.72889
C -4.83294 2.39812 -1.01970
C -4.74676 3.54503 0.13791
C -2.83831 1.98863 -3.49738
C -4.18502 2.45096 -4.37495
P -1.24746 3.32582 -0.43214
O -1.69033 3.95781 0.99146
O 0.39091 3.78038 -0.59494
O -2.10800 4.40367 -1.56358
C -0.74641 0.32871 -0.88626
C 0.07242 0.74228 -2.28723
C -1.65471 -0.92080 -1.49248
O -2.83043 -1.33334 -0.72533
C -3.57586 -2.36969 -1.45775
C -5.12288 -1.88782 -1.83587
H 2.67825 3.16494 1.28683
H 4.11768 3.10097 0.07025
H 3.99970 1.76731 1.47092
H 3.20435 0.58942 -0.61601
H 2.21967 2.07359 -1.20506
H 0.59296 1.85035 1.13496
H 1.87135 0.60316 1.61010
H 2.81551 -1.54709 -0.63151
H 2.41688 -1.49869 1.24578
H 1.92709 -3.85826 1.29233
H 2.74591 -3.89742 -0.40803
H 0.82007 -3.79069 -0.30086
H -1.06108 -1.60380 1.08770
H -0.81504 -1.00690 3.67306
H 0.76693 -0.12017 3.29544
H 0.48068 -2.32227 5.14055
H 0.74698 -3.97848 4.25760
H -0.97613 -3.16737 4.14724
H -2.35983 2.43476 3.00763
H -0.50354 1.97618 3.01121
H -1.72549 1.01982 4.07902
H -3.15773 -1.53192 1.85256
H -2.99571 -0.65664 3.51129
H -6.14873 -0.99787 1.78579
H -5.80057 1.67300 3.28244
H -5.51418 1.52536 -0.57093
H -5.50178 2.86082 -1.89482
H -4.34313 4.59982 -0.23728
H -5.87129 3.76393 0.47621
H -4.18970 3.22372 1.12595
H -2.49494 0.96621 -4.00881
H -1.98620 2.78684 -3.67423
H -4.25490 3.61636 -4.45624
H -5.09431 1.94001 -3.83411
H -4.04572 1.95210 -5.45028
H 0.63219 4.00703 -1.56176
H -1.44937 4.48912 -2.31754
H 1.11364 0.16229 -2.37574
H 0.36384 1.87824 -2.33002
H -0.49420 0.51352 -3.27277
H -1.06300 -1.91314 -1.73016
H -2.10560 -0.68862 -2.57763
H -3.04695 -2.69949 -2.47424
H -3.63189 -3.36806 -0.81067
H -5.83902 -2.77378 -1.54890
H -5.18166 -1.63707 -2.98937
H -5.36746 -0.95099 -1.16831
C 6.58169 0.55336 -0.89916
C 5.57322 -0.19732 -0.13254
N 4.77656 -0.79035 0.47327
H 6.11711 1.24687 -1.60819
H 7.22921 1.14588 -0.24426
H 7.22981 -0.11403 -1.47711
C -2.62153 -5.75826 -3.74393
C -3.00979 -4.45277 -4.30357
N -3.31658 -3.42132 -4.74557
H -1.60818 -6.04291 -4.04664
H -2.64211 -5.75134 -2.64904
H -3.29421 -6.55658 -4.07510
C -5.17485 7.07456 -5.23901
C -5.09516 5.98589 -6.22728
N -5.03225 5.12589 -7.00818
H -4.28142 7.11308 -4.60668
H -5.27195 8.05277 -5.72162
H -6.03677 6.95494 -4.57397
C 9.10820 -3.26724 -0.99767
C 9.54490 -1.92540 -1.41838
N 9.89006 -0.86531 -1.75069
H 8.55496 -3.78004 -1.79171
H 9.95822 -3.90460 -0.73218
H 8.45125 -3.22299 -0.12249
C 2.35363 2.44430 -5.05957
C 1.43079 3.17543 -4.17522
N 0.70172 3.75319 -3.47664
H 1.97553 1.44534 -5.30178
H 2.50761 2.97049 -6.00754
H 3.33832 2.31424 -4.59810
C -6.37485 -1.47568 5.38101
C -6.29516 -2.56435 4.39273
N -6.23225 -3.42435 3.61183
H -5.48142 -1.43716 6.01333
H -6.47195 -0.49747 4.89839
H -7.23677 -1.59530 6.04604
C 8.23294 -1.73596 3.21008
C 8.93575 -2.95636 2.78004
N 9.49086 -3.92061 2.44027
H 8.60204 -0.84963 2.68309
H 7.15648 -1.80062 3.01961
H 8.36131 -1.55165 4.28202
C 7.42017 -3.74619 7.12898
C 7.85686 -2.40434 6.70828
N 8.20203 -1.34425 6.37597
H 6.86692 -4.25898 6.33495
H 8.27018 -4.38354 7.39448
H 6.76321 -3.70193 8.00416
*
```

## Properties
- E_LUMO: -2.07 eV
- E_tot: -90592.841 eV
- Orbital gap: 0.257 hartree



2.
The following is a quantum chemistry calculation of C37H71BrN2OSi4Ti as an isolated structure, from the OMol25 dataset.

The geometry in ORCA input format:
```
! RIJCOSX wB97M-V def2-TZVPD def2/J DEFGRID3
* xyz 2 1
Ti 0.15925 1.07114 -0.91039
C -1.49837 0.90112 -3.98140
O -0.67912 1.37683 -2.89509
Si 0.31154 2.75056 -3.21043
C 1.64196 2.20261 -4.37581
C -0.73000 4.11265 -3.91918
C 0.77920 2.87147 -1.38653
Si -0.63891 3.65675 -0.33767
C -2.18282 2.60340 -0.70610
C -0.29287 3.31288 1.46489
C -0.88709 5.46818 -0.64205
Si 2.48253 3.75458 -1.21477
C 2.47510 5.18060 -2.43318
C 2.76828 4.57904 0.43976
C 3.83138 2.50558 -1.59692
H -1.90177 1.76086 -4.51215
H -2.31655 0.31710 -3.57457
H -0.90946 0.28050 -4.65407
H 1.17950 1.83056 -5.29242
H 2.24199 1.39743 -3.95083
H 2.30832 3.00805 -4.66185
H -0.93507 3.92665 -4.97382
H -0.19527 5.05861 -3.86737
H -1.68258 4.23029 -3.40679
H -2.15404 1.53331 -0.41193
H -2.56015 2.66440 -1.72346
H -2.93924 3.00308 -0.02522
H -0.11442 2.26643 1.71004
H -1.17417 3.60413 2.03993
H 0.54795 3.89892 1.82357
H -1.04403 5.70654 -1.68964
H -0.02806 6.03104 -0.28521
H -1.76082 5.80734 -0.08362
H 1.69807 5.90187 -2.18906
H 2.36508 4.90420 -3.47313
H 3.42890 5.70307 -2.35012
H 1.98860 5.28591 0.70820
H 3.68454 5.15984 0.31448
H 2.94041 3.90857 1.27495
H 4.44607 2.85018 -2.42619
H 3.43892 1.51994 -1.85356
H 4.48449 2.38092 -0.73474
C -3.48394 -1.30768 -1.65497
C -1.97746 -1.48953 -1.51657
C -1.17841 -1.80792 -2.75779
C -1.75076 -2.50811 -3.80788
C -1.02237 -2.79534 -4.95270
C 0.29456 -2.38821 -5.04950
C 0.92076 -1.70624 -4.00899
C 2.36767 -1.31164 -4.20038
C 3.31050 -2.51789 -4.20190
C 0.16991 -1.42814 -2.86127
N 0.77942 -0.71434 -1.77106
C 1.83731 -1.24163 -1.20220
C 2.42586 -0.51577 -0.16574
C 3.53199 -0.69647 0.65715
C 3.54901 0.38885 1.54005
C 2.46660 1.18918 1.21419
N 1.77065 0.65755 0.17554
H -3.90564 -1.05053 -0.68261
H -3.97308 -2.22266 -1.98165
H -3.75691 -0.51858 -2.35604
H -1.80240 -2.28732 -0.78918
H -1.56611 -0.61320 -0.98981
H -2.78005 -2.82122 -3.74363
H -1.48623 -3.32657 -5.76830
H 0.85829 -2.59768 -5.94727
H 2.69171 -0.59044 -3.44485
H 2.45589 -0.80655 -5.16573
H 3.27883 -3.06563 -3.26135
H 4.33569 -2.19838 -4.37394
H 3.03823 -3.21796 -4.98820
H 2.20451 -2.21681 -1.51120
H 4.22535 -1.51856 0.61704
H 4.25206 0.57087 2.33175
H 2.14312 2.08877 1.70412
C -3.26589 -2.79911 4.87466
C -2.87299 -1.61442 3.97223
C -2.91024 -0.32837 4.81366
C -3.93746 -1.44979 2.88019
Si -1.12286 -1.93878 3.28235
Br -0.98192 -0.25112 1.58353
C 0.34534 -1.50285 4.43605
C 0.14821 -2.23434 5.77612
C 0.52197 -0.00434 4.72287
C 1.66165 -1.99136 3.82100
C -0.90153 -3.58151 2.32898
C -2.18424 -3.99451 1.58627
C -0.57289 -4.68159 3.35578
C 0.23343 -3.52943 1.29252
H -4.22081 -2.57115 5.35070
H -2.54246 -2.97933 5.66959
H -3.39632 -3.72410 4.31624
H -3.93714 -0.15783 5.14039
H -2.60091 0.54503 4.24054
H -2.29795 -0.39712 5.70773
H -4.90264 -1.29553 3.36336
H -4.03497 -2.31682 2.23245
H -3.73923 -0.57304 2.26427
H -0.70117 -1.85264 6.33404
H 1.03450 -2.08430 6.39459
H 0.01888 -3.30912 5.64911
H -0.34202 0.45991 5.18836
H 0.76468 0.54507 3.82290
H 1.36396 0.10928 5.40829
H 1.71261 -3.07650 3.74678
H 2.48829 -1.67222 4.46007
H 1.82184 -1.56058 2.83649
H -3.00501 -4.21616 2.26422
H -1.98155 -4.90359 1.01761
H -2.52309 -3.23346 0.88228
H -1.33737 -4.76082 4.12653
H 0.38822 -4.52978 3.84423
H -0.52860 -5.64259 2.84204
H 0.02429 -2.79623 0.52257
H 0.30784 -4.50485 0.80834
H 1.20369 -3.30135 1.72835
*
```

## Properties
- E_LUMO: -7.10 eV
- E_tot: -169210.747 eV
- Orbital gap: 0.243 hartree